--- one ---
ORCA calculation (ωB97M-V/def2-TZVPD) on a 2-piece molecular cluster, C2H8NO2 overall.

```
13
Properties=species:S:1:pos:R:3:mulliken_charge:R:1
C 0.08702 2.42013 -0.86128 -0.5718
O -0.34879 1.15050 -1.27543 -0.5817
H -0.68736 2.90126 -0.25018 0.1892
H 0.28264 2.99779 -1.76953 0.2235
H 1.01462 2.38399 -0.27932 0.2216
N 0.38135 -2.61311 0.79316 -0.7768
C -0.52150 -1.42800 0.69099 -0.3601
O 0.07091 -0.23648 0.80751 -0.8758
H 1.01722 -2.39717 1.56917 0.2517
H 1.05214 -2.47123 0.03299 0.2896
H -1.33370 -1.63632 1.41976 0.2661
H -1.02369 -1.55978 -0.29459 0.2321
H 0.00914 0.48842 -0.58324 0.4924
```

Computed properties:
net charge: -1
LUMO energy: 4.408 eV

--- two ---
ORCA calculation (ωB97M-V/def2-TZVPD) on C2H8NO2 as an isolated structure.

```
13
Properties=species:S:1:pos:R:3:mulliken_charge:R:1
C 0.15004 -0.28709 -0.35932 -0.3277
O 1.14521 -1.14974 0.14638 -0.5947
C 0.58857 1.17963 -0.17025 -0.6670
N -1.06357 2.16615 -0.42786 -0.5692
H -0.74668 -0.42379 0.24507 0.3034
H -0.08630 -0.60554 -1.38221 0.2272
H 1.61783 1.36675 0.08886 0.4465
H -0.11582 1.42793 0.66980 0.2436
H -0.84932 3.01206 0.12101 0.1834
H 0.17124 1.86482 -1.01270 0.2489
H -1.03961 -3.63643 0.58336 0.1323
H 0.61318 -1.90849 0.58750 0.4496
O -0.38478 -3.00626 0.91036 -1.0761
```

Computed properties:
net charge: -1
LUMO energy: 3.366 eV

Most stable: one